{
  "formula": "C6H23N10O9",
  "method": "ωB97M-V/def2-TZVPD",
  "total_charge": -1,
  "homo_ev": -6.73,
  "e_lumo_ev": 2.0834,
  "orbital_gap_ev": 8.8113,
  "max_force_ev_per_a": 2.0,
  "symbols": ["O", "C", "O", "O", "H", "C", "O", "N", "N", "H", "H", "H", "H", "C", "O", "N", "N", "H", "H", "H", "H", "C", "O", "N", "N", "H", "H", "H", "H", "C", "O", "N", "N", "H", "H", "H", "H", "C", "O", "N", "N", "H", "H", "H", "H", "O", "H", "H"],
  "xyz": [[-1.005, -0.754, -1.003], [-0.467, -0.398, 0.224], [-1.201, 0.287, 0.982], [0.665, -0.833, 0.490], [-0.213, -1.231, -1.310], [-3.906, -1.349, -3.294], [-4.463, -1.531, -4.365], [-3.214, -0.197, -2.976], [-3.970, -2.249, -2.276], [-2.385, -0.348, -2.418], [-3.369, 0.624, -3.525], [-3.657, -2.047, -1.343], [-4.391, -3.134, -2.490], [2.794, 0.968, -2.093], [3.041, 2.051, -1.580], [1.563, 0.742, -2.651], [3.772, 0.042, -2.325], [0.941, 1.504, -2.450], [1.330, -0.090, -3.156], [3.474, -0.810, -2.760], [4.711, 0.316, -2.115], [4.137, -2.141, 1.654], [3.633, -3.193, 1.998], [5.362, -1.714, 2.090], [3.555, -1.274, 0.762], [5.759, -0.837, 1.804], [5.967, -2.270, 2.663], [2.556, -1.340, 0.605], [4.067, -0.637, 0.181], [1.747, 2.108, 2.937], [2.404, 2.928, 3.573], [0.394, 2.136, 2.769], [2.324, 1.058, 2.286], [-0.193, 2.866, 3.117], [-0.011, 1.334, 2.304], [1.777, 0.446, 1.700], [3.318, 0.960, 2.281], [-4.632, -0.103, 1.444], [-5.811, -0.343, 1.723], [-3.685, 0.132, 2.389], [-4.183, -0.056, 0.152], [-2.786, 0.423, 2.031], [-3.993, 0.011, 3.332], [-4.841, -0.070, -0.600], [-3.186, 0.074, 0.052], [-1.301, 2.985, -0.081], [-1.312, 2.085, 0.287], [-1.118, 2.867, -1.016]]
}